Entry 1:
Molecular formula: C2H6N4
Method: DFT, ωB97M-V/def2-TZVPD

Atoms and positions in Å:
1 C 0.13 0.80 1.26
2 C -1.53 0.30 -0.45
3 N 0.54 -0.87 -0.27
4 N 3.17 -0.53 0.28
5 N 3.44 0.34 -0.36
6 N -0.27 0.11 0.28
7 H -0.70 1.55 1.59
8 H -1.24 0.72 -1.39
9 H -2.18 1.04 -0.07
10 H -2.19 -0.51 -0.33
11 H 0.03 -1.31 -1.00
12 H 0.79 -1.65 0.45

For the calculated total energy, the calculation gives -8128.554 eV. Its orbital gap is 8.71 eV. As for the relative energy (zero: lowest compared OMol25 entry of this formula, charge and spin): 341.5 kJ/mol. For the molecular weight, the calculation gives 86.10 g mol⁻¹.

***

Entry 2:
Molecular formula: C33H29Br2NO3ReSb
Method: DFT, ωB97M-V/def2-TZVPD

Atoms and positions in Å:
1 Re -1.12 0.21 1.29
2 O 0.53 3.46 6.22
3 C 0.21 2.61 5.28
4 C -0.11 1.25 5.49
5 C -0.44 0.47 4.43
6 N -0.46 0.96 3.16
7 C -0.17 2.27 3.00
8 Br -0.38 2.70 1.14
9 C 0.17 3.14 3.97
10 H 0.56 3.07 7.11
11 H -0.09 0.83 6.49
12 H -0.69 -0.58 4.54
13 H 0.41 4.18 3.78
14 Br 3.36 -6.91 1.25
15 C 2.33 -5.38 1.22
16 C 2.85 -4.23 0.61
17 C 2.10 -3.08 0.60
18 C 0.82 -3.09 1.21
19 C 0.30 -4.26 1.81
20 C 1.06 -5.40 1.81
21 C 0.06 -1.93 1.22
22 O 0.39 -0.80 0.57
23 O -1.07 -1.75 1.85
24 H 3.84 -4.25 0.17
25 H 2.48 -2.18 0.15
26 H -0.69 -4.26 2.25
27 H 0.69 -6.31 2.26
28 C -3.71 1.52 2.25
29 C -4.87 1.13 1.36
30 C -6.14 1.56 1.76
31 C -7.25 1.33 0.97
32 C -7.12 0.66 -0.25
33 C -5.87 0.22 -0.66
34 C -4.76 0.45 0.15
35 Sb -2.95 -0.28 -0.60
36 C -2.85 -2.37 -0.68
37 C -1.94 -2.89 -1.61
38 C -1.81 -4.26 -1.75
39 C -2.59 -5.09 -0.95
40 C -3.46 -4.56 0.00
41 C -3.60 -3.19 0.18
42 C -4.51 -2.67 1.26
43 C -2.80 0.81 -2.38
44 C -2.56 2.17 -2.13
45 C -2.54 3.07 -3.18
46 C -2.75 2.59 -4.47
47 C -2.99 1.24 -4.69
48 C -3.03 0.31 -3.66
49 C -3.33 -1.13 -3.99
50 H -3.95 1.43 3.31
51 H -3.34 2.53 2.05
52 H -2.83 0.81 2.15
53 H -6.25 2.09 2.70
54 H -8.22 1.67 1.29
55 H -7.99 0.47 -0.87
56 H -5.77 -0.30 -1.61
57 H -1.35 -2.23 -2.24
58 H -1.13 -4.68 -2.48
59 H -2.52 -6.17 -1.06
60 H -4.04 -5.23 0.62
61 H -4.66 -3.43 2.02
62 H -5.49 -2.39 0.87
63 H -4.09 -1.79 1.76
64 H -2.41 2.54 -1.12
65 H -2.38 4.12 -3.00
66 H -2.73 3.28 -5.31
67 H -3.18 0.89 -5.70
68 H -4.12 -1.18 -4.73
69 H -3.64 -1.72 -3.13
70 H -2.45 -1.62 -4.43

As for the charge: +3. The expectation value of S² is 0.9358. The spin multiplicity is 2. For the calculated total energy, the calculation gives -191048.387 eV. Its orbital gap (alpha / beta) is 4.85 / 5.60 eV. For the molecular weight, the calculation gives 955.37 g mol⁻¹.

***

Entry 3:
Molecular formula: C4H22Ag2O17P2
Method: DFT, ωB97M-V/def2-TZVPD

Atoms and positions in Å:
1 Ag 1.74 1.39 2.28
2 Ag -0.95 2.87 0.62
3 P 0.14 3.67 2.99
4 O 0.56 2.45 3.86
5 O 0.90 3.30 1.69
6 O 0.66 5.04 3.53
7 O -1.36 3.64 2.58
8 P 0.47 0.51 -0.03
9 O -0.33 0.90 1.30
10 O -0.16 -0.74 -0.72
11 O 2.00 0.40 0.41
12 O 0.13 1.81 -0.80
13 O 4.13 -1.01 0.54
14 H 3.34 -0.49 0.41
15 H 4.43 -0.79 1.42
16 O 4.50 2.31 -0.09
17 H 4.89 2.34 0.79
18 H 3.84 1.62 -0.04
19 O -0.69 -0.48 3.42
20 H -0.64 -0.12 2.53
21 H -1.06 0.24 3.94
22 O -0.47 0.59 -3.41
23 H -1.18 0.08 -3.02
24 H -0.09 1.08 -2.67
25 O 1.64 3.46 -2.10
26 H 1.99 3.77 -1.27
27 H 0.98 2.81 -1.86
28 C -3.32 -0.56 0.74
29 C -3.04 -2.01 0.93
30 O -1.65 -2.13 1.07
31 O -2.96 -0.05 -0.49
32 H -2.83 -0.05 1.57
33 H -4.37 -0.43 0.98
34 H -3.41 -2.62 0.11
35 H -3.50 -2.35 1.86
36 H -1.25 -1.55 0.42
37 H -2.02 -0.11 -0.64
38 C -0.33 -2.69 -3.04
39 C 0.25 -3.67 -2.01
40 O 1.09 -3.03 -1.12
41 O -1.44 -1.95 -2.57
42 H -0.63 -3.23 -3.94
43 H 0.36 -1.92 -3.36
44 H 0.64 -4.60 -2.43
45 H -0.68 -4.07 -1.60
46 H 0.72 -2.16 -0.95
47 H -1.06 -1.45 -1.85

As for the charge: -1. The expectation value of S² is 3.7798. The spin multiplicity is 4. For the calculated total energy, the calculation gives -65890.321 eV. Its orbital gap (alpha / beta) is 7.98 / 4.13 eV. For the molecular weight, the calculation gives 619.89 g mol⁻¹.

***

Entry 4:
Molecular formula: C18H23NO4S2
Method: DFT, ωB97M-V/def2-TZVPD

Atoms and positions in Å:
1 C 0.74 3.03 -4.47
2 C -0.48 2.38 -4.60
3 C -1.09 1.80 -3.49
4 C -0.46 1.90 -2.25
5 S -1.18 1.11 -0.79
6 C -0.03 -0.10 -0.32
7 C -0.03 -0.46 1.15
8 S 0.31 -1.35 -1.45
9 C 2.08 -1.28 -1.82
10 C 2.53 -0.51 -2.89
11 C 3.90 -0.30 -3.06
12 C 4.81 -0.92 -2.21
13 C 4.36 -1.79 -1.21
14 C 2.98 -1.97 -1.01
15 O 0.03 -2.61 -0.76
16 O -0.32 -1.06 -2.73
17 O -1.24 2.09 0.28
18 O -2.40 0.42 -1.20
19 C 0.74 2.59 -2.10
20 C 1.35 3.14 -3.22
21 H 1.22 3.47 -5.35
22 H -0.99 2.32 -5.57
23 H -2.04 1.27 -3.57
24 H 0.75 -1.20 1.37
25 H 0.13 0.44 1.77
26 H 1.81 -0.08 -3.58
27 H 4.25 0.34 -3.88
28 H 5.88 -0.75 -2.34
29 H 5.06 -2.33 -0.58
30 H 2.61 -2.65 -0.25
31 H 1.18 2.67 -1.11
32 H 2.31 3.66 -3.11
33 C -3.53 -0.10 6.03
34 C -2.49 -0.84 5.20
35 C -2.62 -0.75 3.68
36 C -1.48 -1.47 2.96
37 N -1.35 -1.05 1.50
38 H -3.25 -0.16 7.09
39 H -3.61 0.96 5.79
40 H -4.52 -0.54 5.94
41 H -1.50 -0.48 5.48
42 H -2.52 -1.90 5.48
43 H -3.56 -1.22 3.36
44 H -2.66 0.30 3.35
45 H -0.50 -1.25 3.40
46 H -1.62 -2.56 2.97
47 H -2.11 -0.40 1.24
48 H -1.48 -1.86 0.86

Its SMILES is CCCC[NH2+]CC(S(=O)(=O)c1ccccc1)=[S@](=O)([O-])c1ccccc1. For the calculated total energy, the calculation gives -50387.594 eV. Its orbital gap is 8.21 eV. As for the relative energy (zero: lowest compared OMol25 entry of this formula, charge and spin): 282.8 kJ/mol. For the molecular weight, the calculation gives 381.52 g mol⁻¹.